A structure of composition C27H26N5ORuSb. Source: the Open Molecules 2025 dataset; level of theory: wB97M-V/def2-TZVPD.

Charge   +1
Gap between HOMO and LUMO (alpha / beta)   5.163 / 4.618 eV
Relative energy (zero: lowest compared OMol25 entry of this formula, charge and spin)   323.1 kcal/mol
HOMO energy (alpha / beta)   -0.3186 / -0.3007 Eh
Multiplicity   2

Each line ends with the Mulliken spin population.
Atoms and positions in Å:
Ru: 0.25770 0.50011 -0.39372  0.7519
C: 1.09930 -2.06247 1.63243  0.0300
C: 0.73921 -0.88067 2.44761  -0.0139
C: 0.78518 -0.92993 3.83982  -0.0004
C: 0.43906 0.18394 4.57227  0.0011
C: 0.05106 1.34231 3.92050  -0.0012
C: 0.01468 1.37604 2.53104  0.0076
N: 0.35054 0.28761 1.80664  -0.0105
Sb: -0.59193 3.25704 1.61500  0.0053
C: 1.00781 3.45582 0.22409  -0.0007
C: 1.65413 4.69077 0.18402  0.0029
C: 2.68721 4.88359 -0.68893  -0.0007
C: 3.07366 3.85115 -1.51927  0.0018
C: 2.42775 2.62551 -1.47029  0.0036
C: 2.90860 1.55779 -2.42272  0.0036
N: 1.37591 2.44210 -0.56980  0.0009
C: -2.02573 2.46357 0.22526  -0.0072
C: -3.29323 3.05719 0.14223  -0.0049
C: -4.22085 2.56787 -0.74615  0.0046
C: -3.89213 1.49551 -1.56936  -0.0046
C: -2.63948 0.92992 -1.48177  -0.0551
C: -2.27401 -0.29617 -2.52576  0.0128
N: -1.71330 1.42520 -0.54963  0.0207
H: 1.38915 -2.92984 2.24662  0.0012
H: 0.23149 -2.33172 1.00311  -0.0050
H: 1.93209 -1.78056 0.94995  -0.0128
H: 1.08714 -1.83424 4.34947  -0.0001
H: 0.47002 0.15596 5.65392  0.0000
H: -0.21956 2.22069 4.49280  0.0001
H: 1.33907 5.49363 0.83904  0.0003
H: 3.19561 5.83823 -0.73086  -0.0001
H: 3.88806 4.00576 -2.21298  0.0001
H: 3.73227 1.93654 -3.03829  0.0020
H: 3.25570 0.69137 -1.88220  0.0022
H: 2.08835 1.25412 -3.08206  0.0021
H: -3.54223 3.89758 0.77674  0.0002
H: -5.20083 3.02118 -0.81287  0.0001
H: -4.61784 1.12036 -2.27799  -0.0008
H: -3.12151 -0.52942 -3.17850  0.0016
H: -1.43060 0.02132 -3.14393  -0.0058
H: -1.99850 -1.20570 -2.04517  0.0030
N: -1.53201 -0.76381 -0.34941  -0.0445
C: -1.33359 -2.15751 -0.34171  -0.0286
C: -2.35970 -3.09066 -0.31733  0.0050
C: -2.05790 -4.45361 -0.30590  -0.0016
C: -0.73786 -4.87808 -0.31753  0.0026
C: 0.30569 -3.94812 -0.34166  0.0087
C: 1.68013 -4.30981 -0.35319  -0.0048
C: 2.65024 -3.33947 -0.38007  0.0046
C: 2.27032 -1.97993 -0.39097  -0.0174
N: 0.95630 -1.54358 -0.38541  0.0549
C: -0.00495 -2.56274 -0.35595  0.0014
H: -2.16533 -0.38734 0.37198  0.0039
H: -2.27883 -0.26831 -1.18566  0.0365
H: -3.39398 -2.76698 -0.30557  0.0009
H: -2.85767 -5.18207 -0.28655  -0.0001
H: -0.51990 -5.93895 -0.30697  0.0000
H: 1.96924 -5.35360 -0.34475  0.0000
H: 3.69725 -3.60596 -0.39584  -0.0003
H: 3.00455 -1.18638 -0.42173  0.0016
O: 2.00899 0.44783 -0.39606  0.2412

A structure of composition C28H28CrN4O2. Source: the Open Molecules 2025 dataset; level of theory: wB97M-V/def2-TZVPD.

Gap between HOMO and LUMO (alpha / beta)   5.536 / 8.310 eV
HOMO energy (alpha / beta)   -0.2089 / -0.3261 Eh
Multiplicity   5

Each line ends with the Mulliken spin population.
Atoms and positions in Å:
C: -3.23414 1.03326 1.93685  -0.0068
C: -2.95398 -0.43564 2.08778  -0.0096
H: -2.52893 1.74535 2.38739  0.0051
H: -4.19353 1.58816 1.88375  -0.0002
H: -2.82171 1.13140 0.89291  0.0337
H: -2.40983 -0.61179 1.12493  0.0266
H: -2.25454 -0.89831 2.80934  0.0026
H: -3.78326 -1.11004 1.83462  0.0006
C: -1.12057 2.69150 -2.79122  0.0493
C: -0.90893 3.53152 -3.87717  0.0603
C: -0.61073 2.98159 -5.10875  0.0651
C: -0.51632 1.60601 -5.29127  0.0218
H: -1.35876 3.03129 -1.77858  -0.0185
H: -1.00765 4.58517 -3.72547  0.0065
H: -0.45450 3.65396 -5.93903  0.0053
H: -0.31639 1.11454 -6.22071  0.0050
N: -0.93356 1.36088 -3.00030  -0.0113
C: -0.65807 0.74909 -4.19746  0.1515
C: -0.61155 -0.73215 -4.15190  0.1616
N: -0.72269 -1.27963 -2.88972  0.0608
C: -0.91339 -2.58598 -2.57124  0.0636
C: -0.78952 -3.00319 -4.92805  0.1330
C: -0.93028 -3.47896 -3.62363  0.0256
H: -1.06290 -2.86975 -1.52595  0.0066
H: -1.06787 -4.52003 -3.42041  0.0070
C: -0.65509 -1.64664 -5.19357  -0.0486
H: -0.61580 -1.21612 -6.17999  0.0043
H: -0.80300 -3.72548 -5.73604  0.0101
Cr: -1.18906 0.05976 -1.70763  3.2612
C: -3.28106 -0.02515 -1.77724  -0.2155
H: -3.51093 -0.88352 -2.44148  0.0251
H: -3.65512 0.88225 -2.29586  0.0204
H: -3.82829 -0.16185 -0.82596  0.0100
O: 0.38365 2.73593 -0.32752  -0.0011
C: 0.79768 1.62508 0.05721  0.0591
N: 1.89092 1.39421 0.87553  0.0007
C: 1.74739 0.12451 1.54113  -0.0030
C: 0.93796 -0.62081 0.49026  0.0281
O: 0.86212 -1.82844 0.22575  0.0047
N: 0.26979 0.35819 -0.22314  0.0023
C: 3.11930 -0.36301 1.98215  -0.0021
C: 3.66052 -1.54876 1.50429  0.0008
C: 4.88285 -2.00930 1.98354  -0.0002
C: 5.58412 -1.28089 2.96286  0.0000
C: 5.04028 -0.07540 3.44444  -0.0001
C: 3.79959 0.38159 2.95461  -0.0005
C: 0.79683 0.19031 2.76692  -0.0011
C: 0.47206 -1.03874 3.39428  0.0011
C: -0.47167 -1.07724 4.44675  -0.0003
C: -1.09857 0.09221 4.85942  0.0007
C: -0.75097 1.29431 4.26819  -0.0005
C: 0.21007 1.36420 3.25354  -0.0006
H: 2.30556 2.17358 1.33358  -0.0011
H: 3.07111 -2.15380 0.82577  0.0004
H: 5.23978 -2.97012 1.62997  0.0000
H: 6.53841 -1.63598 3.38812  0.0000
H: 5.55001 0.49899 4.24290  0.0000
H: 3.34918 1.25750 3.44875  -0.0001
H: 0.92747 -1.98194 3.02642  0.0003
H: -0.72649 -2.04949 4.88294  0.0000
H: -1.85852 0.04304 5.62896  0.0000
H: -1.26736 2.20487 4.57275  0.0000
H: 0.43885 2.33391 2.80069  0.0003

A cluster of 5 separate species, C26H40BrFN4O4S4 in total. Source: the Open Molecules 2025 dataset; level of theory: wB97M-V/def2-TZVPD.

Gap between HOMO and LUMO   7.106 eV
HOMO energy   -0.2914 Eh

Each line ends with the Löwdin charge.
Atoms and positions in Å:
C: -9.54027 -1.46703 -1.02519  -0.0242
C: -8.81290 -0.26270 -1.30823  -0.1431
C: -7.37370 -0.28227 -2.03906  -0.0484
C: -7.22557 -1.02044 -3.40733  -0.1483
N: -8.44788 -1.66384 -3.93205  0.0354
C: -5.82146 -1.03742 -4.15005  -0.0605
C: -5.68870 -1.75989 -5.58309  -0.2727
F: -4.48824 -2.54037 -5.73274  -0.0814
C: -5.90865 -0.68823 -6.77983  -0.1840
C: -4.62155 0.22592 -7.08028  -0.1624
C: -4.62292 -0.32100 -3.42646  -0.4141
Br: -2.78780 -0.30537 -4.23471  0.6812
C: -4.79919 0.42178 -2.03464  -0.1874
N: -3.62877 1.06400 -1.50016  0.1012
C: -3.87912 1.70650 -0.25463  -0.1451
C: -2.63007 2.48661 0.41078  -0.2080
C: -2.35590 3.90739 -0.13768  -0.0066
C: -1.11159 4.66462 0.47225  -0.0326
C: -0.28093 3.89339 1.56173  -0.0359
C: -0.79641 2.48404 1.95958  -0.1182
N: -1.92050 1.77707 1.42980  0.0669
C: -5.26638 1.66410 0.44831  -0.0291
N: -6.45672 1.04540 -0.03429  0.0887
C: -6.16448 0.44636 -1.30949  -0.1365
H: -9.19740 -2.49629 -1.39847  0.0653
H: -10.50882 -1.41030 -0.40098  0.0621
H: -9.32159 0.73213 -1.01633  0.1021
H: -8.24239 -2.51011 -4.47663  0.0712
H: -9.05476 -1.00208 -4.43274  0.0956
H: -6.56663 -2.50761 -5.68537  0.1312
H: -6.80451 0.01099 -6.58924  0.1217
H: -6.12167 -1.30950 -7.73149  0.1148
H: -4.75163 0.66810 -8.13984  0.0773
H: -3.62043 -0.34400 -6.96876  0.0450
H: -4.53274 1.13618 -6.36831  0.0685
H: -3.02360 4.36571 -0.93657  0.0946
H: -0.84134 5.70077 0.08360  0.0840
H: 0.62043 4.43422 1.99367  0.0785
H: -0.19205 1.94019 2.77730  0.0978
H: -5.34343 2.19435 1.47154  0.1212
C: 2.29549 1.79302 -0.51810  -0.2511
S: 2.23014 0.88857 1.04418  0.8383
O: 1.87369 1.87174 2.11772  -0.5848
C: 4.00696 0.58645 1.15464  -0.2719
H: 1.28599 2.12034 -0.77188  0.0457
H: 2.94453 2.66550 -0.41823  0.0367
H: 2.66991 1.13479 -1.30394  0.0556
H: 4.54778 1.53577 1.14933  0.0506
H: 4.32447 -0.03089 0.31261  0.0619
H: 4.21146 0.05779 2.08669  0.0069
C: 2.98750 -3.82088 4.13960  -0.2616
S: 3.99477 -2.32936 3.99543  0.8510
O: 3.71020 -1.72331 2.65645  -0.5751
C: 5.57844 -3.18718 3.87557  -0.2693
H: 1.93866 -3.52616 4.19020  0.0523
H: 3.14284 -4.46074 3.26893  0.0579
H: 3.25753 -4.35542 5.05212  0.0555
H: 5.57001 -3.86643 3.02183  0.0380
H: 5.76276 -3.74358 4.79661  0.0448
H: 6.36522 -2.44400 3.73929  0.0583
C: 7.99269 -5.70708 2.72141  -0.2695
S: 7.92652 -6.61221 4.28289  0.8124
O: 7.57002 -5.63293 5.35487  -0.5614
C: 9.70341 -6.91449 4.39297  -0.2711
H: 6.98424 -5.38041 2.46814  0.0262
H: 8.64158 -4.83508 2.82342  0.0631
H: 8.36765 -6.36474 1.93513  0.0551
H: 10.24366 -5.96604 4.38936  0.0586
H: 10.02066 -7.53112 3.55005  0.0527
H: 9.90674 -7.44383 5.32462  0.0507
C: 3.99218 4.81578 2.22995  -0.2619
S: 3.96752 5.47071 0.54720  0.7791
O: 5.22290 5.02106 -0.12802  -0.5576
C: 4.19498 7.19933 1.01898  -0.2735
H: 3.90147 3.72981 2.18025  0.0239
H: 4.93244 5.07968 2.71814  0.0595
H: 3.14956 5.22314 2.79174  0.0518
H: 5.12226 7.31248 1.58360  0.0569
H: 3.34566 7.52713 1.62132  0.0510
H: 4.24779 7.80141 0.11099  0.0486

A structure of composition C10H23AlF2KN2O8S2Si. Source: the Open Molecules 2025 dataset; level of theory: wB97M-V/def2-TZVPD.

Charge   +1
Gap between HOMO and LUMO   3.778 eV
HOMO energy   -0.4116 Eh

Each line ends with the Löwdin charge.
Atoms and positions in Å:
C: -0.01756 1.59053 -2.20695  -0.1688
Si: 0.15251 -0.13958 -1.52330  0.5056
C: 1.96490 -0.61698 -1.49756  -0.1682
C: -0.89699 -1.30882 -2.57211  -0.2816
S: -0.64300 -0.39229 0.49908  0.3680
O: -0.93727 -1.79927 0.62454  -0.3421
O: -1.88220 0.39762 0.57612  -0.4795
N: 0.30107 0.24910 1.65303  -0.4657
S: 0.94968 -0.83319 2.72381  0.4748
O: -0.02634 -1.58087 3.44442  -0.2916
O: 1.93040 -1.62208 2.03841  -0.3058
C: 1.80010 0.17490 3.96385  -0.2239
C: 3.32633 0.09610 3.82591  -0.1389
C: 4.01286 1.36527 4.33732  -0.1804
F: 3.25949 2.03311 5.22354  0.0341
H: 0.48658 1.59247 -3.17963  0.0459
H: -1.04799 1.87081 -2.41799  0.0413
H: 0.49891 2.33145 -1.59741  0.0418
H: 2.31950 -0.70893 -2.52511  0.0413
H: 2.12473 -1.54031 -0.94095  0.0373
H: 2.52140 0.19035 -1.01870  0.0425
H: -1.95427 -1.15185 -2.21433  0.0444
H: -0.62899 -2.35499 -2.24543  -0.0203
H: -0.78452 -1.13501 -3.66720  0.0601
H: 1.52026 -0.21804 4.93663  0.1144
H: 1.42193 1.19965 3.95454  0.0580
H: 3.65466 -0.06050 2.80045  0.1213
H: 3.66297 -0.74274 4.43650  0.1375
H: 5.02396 1.02883 4.92818  0.1844
H: 4.36515 1.99830 3.51753  0.1350
Al: -1.16761 1.78986 2.73055  0.9052
C: -4.60926 -2.77758 -3.44286  -0.0566
C: -4.26359 -1.68868 -4.43419  -0.5444
O: -3.18457 -1.10002 -4.39285  -0.0030
N: -5.17288 -1.38141 -5.37197  0.0339
C: -6.49217 -1.96232 -5.58219  -0.0429
H: -3.78427 -2.90610 -2.75077  -0.0283
H: -5.49288 -2.50326 -2.87018  0.1137
H: -4.77682 -3.72332 -3.96814  0.0990
H: -4.87098 -0.64701 -5.99578  0.1563
H: -6.53782 -2.38781 -6.58417  0.0933
H: -7.24329 -1.17749 -5.50188  0.0949
H: -6.70907 -2.73787 -4.85550  0.0785
C: 5.03414 5.20398 4.67390  -0.7444
O: 4.53616 4.42851 3.80780  0.1508
O: 4.76249 4.87756 5.95781  0.1436
O: 5.71918 6.18304 4.43954  0.2076
H: 4.22298 4.07651 5.80349  0.0962
F: 5.61648 2.09469 5.68758  -0.1894
K: -2.06450 -3.57435 -3.22738  1.0153

An isolated molecule of C5H9N. Source: the Open Molecules 2025 dataset; level of theory: wB97M-V/def2-TZVPD.

SMILES   C=NCC(=C)C
Gap between HOMO and LUMO   10.514 eV
Relative energy (zero: lowest compared OMol25 entry of this formula, charge and spin)   32.4 kcal/mol
HOMO energy   -0.3473 Eh

Each line ends with the Löwdin charge.
Atoms and positions in Å:
C: -1.86733 -0.30551 -0.84122  -0.0647
N: -1.84968 0.28904 0.25775  -0.0153
C: -0.65138 0.31189 1.05909  -0.2274
C: 0.58113 -0.08305 0.29699  -0.4058
C: 0.97799 -1.34288 0.20425  0.0330
C: 1.30282 1.04774 -0.37163  -0.0619
H: -2.79855 -0.30202 -1.39253  0.0646
H: -1.03615 -0.84809 -1.29659  0.0733
H: -0.83158 -0.35662 1.90776  0.1205
H: -0.55994 1.33050 1.44982  0.1157
H: 1.83717 -1.62938 -0.38008  0.0616
H: 0.44896 -2.14251 0.69600  0.0664
H: 1.79914 1.65795 0.38354  0.0828
H: 0.59698 1.68730 -0.89963  0.0814
H: 2.05041 0.68564 -1.07352  0.0758

The ion C10H20N3 with charge +1. Source: the Open Molecules 2025 dataset; level of theory: wB97M-V/def2-TZVPD.

SMILES   CC(C)(C)C1=NCC[N@@H+]2CCCN12
Charge   +1
Gap between HOMO and LUMO   10.396 eV
Relative energy (zero: lowest compared OMol25 entry of this formula, charge and spin)   82.5 kcal/mol
HOMO energy   -0.4847 Eh

Each line ends with the Löwdin charge.
Atoms and positions in Å:
C: -1.76167 1.28369 -1.30370  -0.0321
C: -1.85805 0.27321 -0.04573  -0.4562
C: -2.20955 0.95366 1.30367  -0.0352
C: -3.05895 -0.76577 -0.41439  -0.0506
C: -0.66461 -0.64220 0.09047  -0.2176
N: -0.54984 -1.84817 0.26386  0.1542
C: 0.71208 -2.57933 0.14208  -0.1345
C: 1.97770 -1.74706 0.13368  -0.0552
N: 1.77939 -0.44350 -0.58675  -0.0794
C: 2.91322 0.51723 -0.41880  -0.0457
C: 2.20464 1.75907 0.19279  -0.0741
C: 0.92844 1.13591 0.79654  -0.1757
N: 0.61222 0.22058 -0.21536  -0.0456
H: -2.82674 1.55922 -1.48142  0.0903
H: -1.10433 2.23530 -1.22149  0.1027
H: -1.46943 0.77081 -2.22094  0.0695
H: -1.95802 1.98682 1.24178  0.0620
H: -1.59748 0.49197 2.06435  0.0757
H: -3.27419 0.82555 1.67546  0.1158
H: -3.94898 -0.20314 -0.37263  0.0506
H: -3.15345 -1.61245 0.32957  0.0926
H: -2.91236 -1.36328 -1.40606  0.1167
H: 0.57053 -3.23495 -0.67569  0.1219
H: 0.86274 -3.17406 0.96145  0.0990
H: 2.32382 -1.27379 1.09072  0.1463
H: 2.78185 -2.45449 -0.27564  0.1723
H: 1.57236 -0.58136 -1.52224  0.1705
H: 3.38324 0.68990 -1.39158  0.1389
H: 3.75002 0.03424 0.11648  0.1404
H: 1.84876 2.43323 -0.50644  0.0944
H: 2.86347 2.18929 0.95237  0.1300
H: 1.14620 0.71929 1.80935  0.1465
H: 0.11697 1.84459 0.89427  0.1118

Q: What is the formula in the second record?
A: C28H28CrN4O2

Q: Number 3 is which compound?
A: C26H40BrFN4O4S4